This record from the Open Molecules 2025 dataset describes a cluster of 2 separate species, C9H16NO in total in a non-equilibrium geometry. The level of theory is the ωB97M-V functional and the def2-TZVPD basis.

The geometry in XYZ format:
```
27
Properties=species:S:1:pos:R:3:forces:R:3
C -1.95574 0.44269 -0.44022 -2.03 -0.89 0.43
C -3.08273 1.41079 -0.21675 -0.53 2.94 0.28
N -1.13189 0.49726 0.81255 0.76 -0.72 -0.55
H -2.36179 -0.56051 -0.58729 0.21 -0.12 0.43
H -1.40113 0.61439 -1.34177 0.66 0.58 0.12
H -2.71678 2.40630 0.10925 0.65 -0.33 -0.10
H -3.80360 1.27633 0.58935 0.02 -1.14 -0.06
H -1.67980 0.33941 1.65642 -0.30 0.58 -0.05
H -0.37740 -0.20561 0.86638 0.03 -0.05 -0.50
H -0.65347 1.39390 0.77477 0.03 0.26 0.66
H -3.65556 1.79218 -1.06513 0.11 -0.99 -0.40
C 0.36463 -2.57119 -1.04298 -0.88 0.10 -0.54
C 2.13516 0.91492 0.61483 0.39 0.81 0.76
C 2.29695 -0.30398 1.26811 -0.50 0.11 -1.06
C 1.62287 1.01593 -0.66879 -1.63 -0.72 -0.01
C 1.83774 -1.45023 0.61145 -0.05 0.76 0.82
C 0.91844 -0.09232 -1.14494 1.48 -0.75 -0.68
C 1.00455 -1.32785 -0.50595 0.98 -1.02 0.35
O 2.46117 2.09581 1.21041 0.05 0.25 -0.09
H 2.74635 -0.31431 2.24470 0.34 -0.24 0.14
H 2.79397 1.98568 2.10727 0.13 -0.18 -0.06
H 1.53689 1.95498 -1.18750 0.36 0.27 0.01
H 2.16505 -2.39947 1.01928 -0.55 -0.19 -0.06
H 0.53655 -0.16659 -2.15801 -0.30 0.60 0.06
H -0.58601 -2.78662 -0.57046 -0.48 0.25 0.39
H 0.88837 -3.49824 -0.85924 0.68 0.02 -0.20
H 0.09721 -2.46363 -2.09571 0.35 -0.18 -0.08
```
Positions in Å, forces in eV/Å.

## Properties
E_HOMO in eV: -12.2
LUMO level in eV: -3.079
ΔE to the lowest compared entry with this formula, charge and spin in eV: 0.655
Charge: +1
E in Eh: -482.26876

This record from the Open Molecules 2025 dataset describes the ion C10H18N5 with charge +1 in a non-equilibrium geometry. The level of theory is the ωB97M-V functional and the def2-TZVPD basis.

The geometry in XYZ format:
```
33
Properties=species:S:1:pos:R:3:forces:R:3
C -3.13008 -0.61547 0.11154 -1.30 -0.39 0.38
C -3.77106 0.54665 -0.30517 2.28 0.39 1.14
C -1.75799 -0.35436 0.02893 1.10 0.53 -0.93
C 0.48848 -1.33331 0.10864 1.38 -1.25 -1.25
C 1.39106 -0.63117 -0.96596 -0.98 1.82 2.94
C 2.34191 0.36671 -0.38002 -1.00 0.03 -0.09
C -5.13226 1.06226 -0.39693 -1.99 -1.95 1.12
C 1.12247 -2.60226 0.60418 1.39 -1.69 0.41
C 3.78287 0.13732 -0.42805 -1.00 -0.92 -0.44
C 2.64132 2.52314 0.61933 1.53 -1.58 0.09
N -2.73887 1.40398 -0.53404 -1.39 -1.05 -0.31
N -0.71758 -1.20380 0.34205 -2.07 -0.04 0.85
N -1.55542 0.87638 -0.45598 1.69 0.28 0.56
N -3.78562 -1.71606 0.65615 -1.79 0.00 -0.37
N 1.83370 1.44121 0.12648 -2.19 -1.18 -0.38
H 1.80828 -1.39718 -1.50566 1.38 -1.47 -1.33
H 0.76427 -0.02816 -1.53847 -1.36 0.76 -1.41
H -5.35161 1.13883 -1.43548 -0.65 0.40 -0.87
H -5.82541 0.25308 0.01607 0.67 1.13 -0.59
H -5.40536 1.97850 0.14695 0.58 -0.24 -0.18
H 1.63865 -2.50856 1.59415 -0.96 -0.14 -0.47
H 1.93718 -3.02483 -0.01558 -0.03 0.89 -0.21
H 0.44057 -3.47902 0.52185 -0.04 0.97 0.88
H 4.32653 0.65106 0.29382 1.00 1.17 1.02
H 4.10970 0.35580 -1.43688 0.41 -0.26 -0.25
H 3.84651 -0.90428 -0.16608 0.60 -0.69 -0.43
H 2.09982 3.40863 0.59967 -0.85 1.52 0.57
H 3.13026 2.18929 1.52842 -0.60 0.61 0.81
H 3.50409 2.61162 -0.01168 0.18 0.41 -0.81
H -4.80232 -1.68910 0.40517 1.38 -0.12 0.50
H -3.44350 -2.62816 0.41404 0.42 -0.11 -0.08
H -2.93828 2.27912 -0.91053 0.41 1.76 -0.67
H 0.75630 1.44696 0.18825 1.79 0.38 -0.20
```
Positions in Å, forces in eV/Å.

## Properties
E_HOMO in eV: -10.8
LUMO level in eV: -3.520
ΔE to the lowest compared entry with this formula, charge and spin in eV: 0.000
Charge: +1
Structure (SMILES): C/[NH+]=C(\C)C/C(C)=N\c1n[nH]c(C)c1N
E in Eh: -665.32875

This record from the Open Molecules 2025 dataset describes a structure of composition C39H43ClHfP2Si2 in a non-equilibrium geometry. The level of theory is the ωB97M-V functional and the def2-TZVPD basis.

The geometry in XYZ format:
```
88
Properties=species:S:1:pos:R:3:forces:R:3
C -2.18719 -0.60965 4.64645 -0.76 -0.87 -0.68
C -2.96858 -0.19038 3.51362 0.21 -1.03 0.38
C -2.79211 -1.16545 2.46612 -0.21 -0.49 0.67
H -3.66579 0.64990 3.50281 0.45 -0.15 -0.15
C -1.91436 -2.19498 2.95441 -1.08 0.20 0.77
C -1.56612 -1.87303 4.31545 -1.18 0.26 -0.45
H -1.08212 -2.53417 5.02449 0.11 0.23 -0.25
H -2.15866 -0.12792 5.62125 0.09 -0.07 -0.27
H -3.31915 -1.18030 1.50827 0.45 0.07 0.27
H -1.61384 -3.09001 2.41086 -0.06 0.31 0.02
Hf -0.63632 -0.20518 2.85027 0.27 1.39 -2.11
Si -0.09407 -0.31588 0.16167 -0.39 -0.61 -0.54
C -0.98328 1.17398 -0.55555 0.09 0.28 0.41
C -0.30882 1.87851 -1.56285 -0.02 0.10 0.03
H 0.66874 1.52897 -1.89574 -0.22 0.12 -0.01
C -0.87117 3.00942 -2.14160 -0.55 0.24 0.05
H -0.33281 3.55026 -2.92154 -0.20 -0.20 0.18
C -2.14042 3.45085 -1.72374 0.48 -0.38 0.24
H -2.58848 4.32142 -2.19315 0.04 -0.11 0.11
C -2.80296 2.78587 -0.68334 -0.11 0.18 -0.13
H -3.77017 3.15943 -0.32614 0.39 -0.19 -0.21
C -2.23089 1.65390 -0.10086 0.44 0.22 -0.18
H -2.75683 1.15510 0.71685 0.00 -0.02 -0.20
C -0.79232 -1.88860 -0.58388 -0.34 -0.27 0.16
C -1.95035 -1.86540 -1.38114 0.19 -0.40 0.21
H -2.43317 -0.91654 -1.61257 0.15 -0.16 -0.08
C -2.50421 -3.06016 -1.85485 0.13 0.01 0.09
H -3.40532 -3.03150 -2.46966 0.30 -0.04 0.12
C -1.91624 -4.28371 -1.52581 0.02 0.14 0.17
H -2.34138 -5.21365 -1.90079 0.08 0.23 0.09
C -0.79857 -4.32228 -0.68416 0.04 0.22 0.00
H -0.36928 -5.27527 -0.37782 -0.09 0.17 -0.18
C -0.23530 -3.13064 -0.22306 -0.54 0.08 -0.31
H 0.63517 -3.15587 0.43297 -0.01 -0.09 -0.14
H 1.34283 -0.26594 -0.26903 -0.10 0.16 0.37
Si 2.24640 0.10637 -5.37942 -0.20 -0.11 -1.52
C 1.44115 -1.52630 -5.73074 0.23 -0.29 0.30
C 0.45803 -1.67289 -6.71983 -0.06 -0.33 0.23
H 0.14332 -0.81375 -7.31297 0.00 -0.18 0.19
C -0.12577 -2.92413 -6.94244 0.21 0.05 0.11
H -0.90775 -3.02877 -7.69206 0.19 -0.01 0.12
C 0.29360 -4.03507 -6.20398 0.05 0.22 0.06
H -0.15655 -5.01228 -6.38172 0.10 0.27 0.04
C 1.30057 -3.89672 -5.24512 0.10 0.07 -0.03
H 1.64401 -4.76037 -4.67512 -0.11 0.16 -0.19
C 1.88397 -2.64909 -5.01828 -0.49 -0.27 -0.25
H 2.68711 -2.54476 -4.28947 -0.21 -0.08 -0.05
C 1.03773 1.43843 -5.84828 0.49 0.14 0.01
C -0.23180 1.46349 -5.26448 -0.19 0.54 -0.19
H -0.53109 0.68835 -4.55585 0.06 0.14 -0.18
C -1.11686 2.50101 -5.57593 0.30 -0.25 0.03
H -2.09474 2.52309 -5.10204 0.07 0.05 -0.15
C -0.73309 3.49949 -6.47412 0.01 -0.10 0.12
H -1.42588 4.30611 -6.70899 0.17 -0.17 0.01
C 0.53036 3.46754 -7.06269 0.14 -0.04 -0.11
H 0.83230 4.24435 -7.76411 -0.14 -0.15 0.16
C 1.42081 2.43776 -6.75623 -0.50 -0.04 0.29
H 2.41069 2.39329 -7.20903 -0.22 0.14 0.05
H 3.50735 0.17640 -6.18996 -0.27 0.25 0.46
Cl 2.69486 0.29742 -3.38963 0.21 -0.06 0.59
C 1.11432 3.57995 3.10490 0.33 0.12 -0.57
P 0.18583 2.13345 3.71275 0.42 1.15 1.26
C -1.39584 2.85137 4.29510 -0.24 0.11 -0.03
C 1.18601 1.61787 5.17696 -0.31 -0.77 0.02
C 1.27529 2.48378 6.26906 0.12 0.07 0.01
C 2.13666 2.19359 7.32676 0.06 -0.38 -0.11
C 2.97658 1.07437 7.25404 -0.05 0.29 -0.30
C 2.91553 0.22001 6.14528 -0.19 -0.13 0.30
C 1.92604 0.38705 5.16908 -0.37 0.77 -0.30
P 1.31119 -1.06355 4.15812 3.19 -0.78 0.94
C 1.49882 -2.43910 5.34375 -0.44 -0.15 0.49
C 2.56359 -1.67830 2.91028 -0.13 0.33 -0.17
H 1.14137 4.39540 3.84751 -0.22 -0.49 -0.09
H 0.67170 3.96736 2.17558 0.08 -0.17 0.25
H 2.15359 3.28774 2.90286 -0.29 0.01 -0.03
H -1.91975 2.15430 4.95931 0.16 0.26 -0.06
H -1.24914 3.81823 4.79690 -0.02 -0.31 -0.10
H -2.03551 3.01543 3.41150 0.22 0.05 0.25
H 0.64826 3.38384 6.31383 0.37 -0.34 -0.07
H 2.16256 2.84466 8.19633 0.02 -0.13 -0.13
H 3.66919 0.86045 8.07202 -0.13 0.12 -0.40
H 3.63419 -0.59645 6.06641 -0.35 0.02 0.21
H 0.91840 -2.26361 6.26202 0.22 0.03 -0.26
H 1.15862 -3.39689 4.91268 0.28 0.43 0.01
H 2.56909 -2.49537 5.60929 -0.53 -0.11 -0.15
H 2.19549 -2.56141 2.34772 -0.02 0.41 0.55
H 2.78410 -0.91404 2.15759 0.10 -0.05 0.19
H 3.47870 -1.96027 3.45656 -0.31 0.17 -0.26
```
Positions in Å, forces in eV/Å.

## Properties
E_HOMO in eV: -12.3
LUMO level in eV: -7.545
Charge: +2
E in Eh: -3281.33259

Please write out number 1 again, unchanged.
This record from the Open Molecules 2025 dataset describes a cluster of 2 separate species, C9H16NO in total in a non-equilibrium geometry. The level of theory is the ωB97M-V functional and the def2-TZVPD basis.

The geometry in XYZ format:
```
27
Properties=species:S:1:pos:R:3:forces:R:3
C -1.95574 0.44269 -0.44022 -2.03 -0.89 0.43
C -3.08273 1.41079 -0.21675 -0.53 2.94 0.28
N -1.13189 0.49726 0.81255 0.76 -0.72 -0.55
H -2.36179 -0.56051 -0.58729 0.21 -0.12 0.43
H -1.40113 0.61439 -1.34177 0.66 0.58 0.12
H -2.71678 2.40630 0.10925 0.65 -0.33 -0.10
H -3.80360 1.27633 0.58935 0.02 -1.14 -0.06
H -1.67980 0.33941 1.65642 -0.30 0.58 -0.05
H -0.37740 -0.20561 0.86638 0.03 -0.05 -0.50
H -0.65347 1.39390 0.77477 0.03 0.26 0.66
H -3.65556 1.79218 -1.06513 0.11 -0.99 -0.40
C 0.36463 -2.57119 -1.04298 -0.88 0.10 -0.54
C 2.13516 0.91492 0.61483 0.39 0.81 0.76
C 2.29695 -0.30398 1.26811 -0.50 0.11 -1.06
C 1.62287 1.01593 -0.66879 -1.63 -0.72 -0.01
C 1.83774 -1.45023 0.61145 -0.05 0.76 0.82
C 0.91844 -0.09232 -1.14494 1.48 -0.75 -0.68
C 1.00455 -1.32785 -0.50595 0.98 -1.02 0.35
O 2.46117 2.09581 1.21041 0.05 0.25 -0.09
H 2.74635 -0.31431 2.24470 0.34 -0.24 0.14
H 2.79397 1.98568 2.10727 0.13 -0.18 -0.06
H 1.53689 1.95498 -1.18750 0.36 0.27 0.01
H 2.16505 -2.39947 1.01928 -0.55 -0.19 -0.06
H 0.53655 -0.16659 -2.15801 -0.30 0.60 0.06
H -0.58601 -2.78662 -0.57046 -0.48 0.25 0.39
H 0.88837 -3.49824 -0.85924 0.68 0.02 -0.20
H 0.09721 -2.46363 -2.09571 0.35 -0.18 -0.08
```
Positions in Å, forces in eV/Å.

## Properties
E_HOMO in eV: -12.2
LUMO level in eV: -3.079
ΔE to the lowest compared entry with this formula, charge and spin in eV: 0.655
Charge: +1
E in Eh: -482.26876